Entry 1:
The following is a DFT calculation (ωB97M-V/def2-TZVPD) of the molecule C6H11N3.

Each line ends with the Mulliken charge.
Element x y z (Å)
C: 0.0660 2.5931 -2.0367  -0.657
C: -0.2022 1.4766 -1.4602  -0.215
C: -0.4454 1.1785 0.0942  0.268
C: 0.8206 0.5746 0.9021  -0.519
C: 1.0960 -0.8016 0.6811  -0.393
N: -0.2039 -1.5868 0.1839  0.038
N: 0.0074 -2.9731 0.8571  -0.662
C: -1.4211 -0.9417 0.3194  -0.139
N: -1.5724 0.3356 0.3048  -0.594
H: 0.0638 3.5173 -1.3091  0.116
H: 0.4735 2.9669 -2.9958  0.298
H: -0.1571 0.4042 -2.0770  0.093
H: -0.5799 2.2274 0.4088  0.350
H: 1.7117 1.3049 1.0273  0.324
H: 0.2731 0.6192 1.8990  0.254
H: 1.9565 -0.9824 -0.1807  0.235
H: 1.2557 -1.4248 1.7987  0.247
H: -0.1934 -3.6345 -0.0509  0.293
H: -0.7519 -3.2371 1.5231  0.254
H: -2.1971 -1.6165 0.1107  0.408

Forces on atoms 1 to 2 (eV/Å):
C 1.08 5.11 1.26
C -0.01 -6.83 0.08

SMILES string: C=C[C@@H]1CCN(N)C=N1

***

Entry 2:
The following is a DFT calculation (ωB97M-V/def2-TZVPD) of a 2-piece molecular cluster, C6H11N3O overall.

Each line ends with the Mulliken charge.
Element x y z (Å)
C: 2.5559 -1.0828 -0.2855  -1.298
C: 1.7497 0.0806 0.1857  0.992
C: 1.7001 1.3120 -0.3833  -0.686
N: 0.8998 2.0792 0.4353  -0.031
C: 0.6391 1.3283 1.5411  -0.280
N: 1.0931 0.1182 1.3925  -0.583
H: 3.6253 -0.8817 -0.1714  0.327
H: 2.3927 -1.2135 -1.3648  0.321
H: 2.3063 -2.0367 0.1654  0.319
H: 1.9623 1.6461 -1.3703  0.358
H: 0.7920 3.0542 0.2140  0.174
H: 0.0184 1.7376 2.3216  0.401
C: -2.0913 -1.6453 0.3615  -0.692
C: -2.6642 -0.4252 -0.2978  0.460
N: -1.7511 0.2537 -1.1545  -0.402
O: -3.8349 -0.1483 -0.2166  -0.552
H: -1.0043 -1.5998 0.4521  0.203
H: -2.2371 -2.4334 -0.3956  0.256
H: -2.6378 -1.8459 1.2726  0.276
H: -2.1151 0.6257 -2.0312  0.275
H: -1.3987 1.0772 -0.6709  0.163

Forces on atoms 1 to 2 (eV/Å):
C 0.01 0.01 -0.95
C 0.59 -0.01 0.55

SMILES string: Cc1c[nH]cn1.CC(N)=O

***

These records have ΔE to the lowest compared entry with this formula, charge and spin values of 124.31, 22.61 kcal/mol, in the order they appear.